This record from OMol25 describes a cluster of 2 separate species, C25H28ClN3O6PS in total at a distorted geometry. The level of theory is ωB97M-V/def2-TZVPD.

Properties
- HOMO level (eV) = -10.20
- strongest force on any atom (eV Å⁻¹) = 2.9
- charge = +1
- orbital gap (eV) = 5.377

Positions of all 65 atoms, in Å:
C1 7.32660 1.09275 2.31239
C2 7.59638 1.57884 0.83248
O1 8.13454 2.62950 0.55432
N1 7.13232 0.72950 -0.26660
C3 5.62644 0.70059 -0.15867
C4 5.12856 -0.71701 0.33780
C5 3.53106 -0.72091 0.50786
C6 2.92311 -1.12791 -0.90276
C7 1.61052 -0.38245 -1.29025
C8 1.67169 1.05296 -1.61416
C9 0.48711 1.83765 -2.02783
C10 -0.82937 1.17798 -2.12907
C11 -2.03001 2.04686 -2.61305
O2 -3.27269 1.77294 -1.94589
C12 -3.57931 2.70349 -0.95594
C13 -2.62131 3.40333 -0.09437
C14 -3.18624 4.32693 0.90395
C15 -4.61285 4.57071 1.10392
C16 -5.56484 3.85672 0.24470
C17 -5.01729 2.95487 -0.76267
C18 -0.88044 -0.24169 -1.79052
C19 0.28201 -1.04525 -1.36909
N2 0.14808 -2.44967 -1.07524
C20 -0.92113 -2.75058 -0.16646
C21 -0.67583 -3.59824 1.01744
O3 0.63271 -4.07782 1.17696
N3 0.86047 -4.56835 2.48384
O4 1.46116 -3.74892 3.06346
C22 -1.79348 -3.91634 1.93196
C23 -3.15755 -3.38219 1.70522
P1 -4.58853 -3.72840 2.89389
O5 -4.00646 -4.84404 4.04130
Cl1 -6.16323 -4.66321 1.86481
C24 -3.41206 -2.53702 0.51114
C25 -2.29422 -2.23764 -0.38455
S1 -2.46765 -1.16948 -1.86429
H1 7.43661 -0.02210 2.32421
H2 6.23764 1.32295 2.51172
H3 7.98782 1.62308 3.03615
H4 7.32455 1.23809 -1.13931
H5 5.21013 0.84911 -1.19388
H6 5.23022 1.45212 0.58088
H7 5.33229 -1.48463 -0.46584
H8 5.59312 -1.04921 1.30026
H9 3.14050 0.24494 0.91804
H10 3.30056 -1.57514 1.21112
H11 2.85642 -2.24593 -0.93526
H12 3.68820 -0.84636 -1.68809
H13 2.62782 1.62984 -1.56384
H14 0.61159 2.92039 -2.28483
H15 -2.19279 1.80709 -3.70482
H16 -1.71616 3.12580 -2.58133
H17 -1.52046 3.21636 -0.19991
H18 -2.46864 4.88341 1.55765
H19 -5.03262 5.26001 1.87550
H20 -6.67782 3.93346 0.30987
H21 -5.73794 2.41565 -1.43999
H22 1.02996 -2.88209 -0.80336
H23 -1.56883 -4.57889 2.80732
H24 -3.09414 -4.59012 4.29365
H25 -4.44197 -2.13182 0.33180
O6 -6.72552 0.08163 -2.64263
H26 -5.82480 0.38475 -2.35912
H27 -6.70318 -0.32273 -3.53779
H28 -7.38084 0.81181 -2.59420

Atoms 1-6, force components in eV/Å:
C -0.571 -0.174 -1.408
C 0.398 0.220 -0.533
O -0.103 -0.775 0.709
N -1.242 1.312 1.172
C -0.315 -1.887 0.309
C -1.185 0.231 -0.305

---

This record from OMol25 describes a structure of composition C14H25KN6O7P2S2 at a distorted geometry. The level of theory is ωB97M-V/def2-TZVPD.

Properties
- HOMO level (eV) = -1.80
- strongest force on any atom (eV Å⁻¹) = 3.0
- charge = -2
- orbital gap (eV) = 6.016
- energy above the lowest of the compared OMol25 structures with the same formula, charge and spin (kJ/mol) = 116.1

Positions of all 57 atoms, in Å:
K1 0.84980 -0.49448 0.17207
C1 -3.24540 -1.30028 0.69237
C2 -2.26870 -2.27428 1.39797
N1 -1.07620 -1.58168 1.79767
C3 -0.98240 -1.11618 3.14617
C4 -1.89740 0.06782 3.44397
S1 -1.59280 1.56292 2.43947
C5 -3.09370 1.69372 1.39737
C6 -2.99120 1.05852 0.00747
N2 -2.47300 -0.27458 0.04167
H1 -3.91120 -0.84128 1.42957
H2 -3.88000 -1.87218 -0.00583
H3 -1.99280 -3.05068 0.68437
H4 -2.78060 -2.75438 2.25487
H5 -0.24030 -2.09568 1.55337
H6 0.05040 -0.81258 3.31107
H7 -1.23920 -1.90278 3.89367
H8 -1.73610 0.38592 4.47777
H9 -2.94680 -0.19558 3.31737
H10 -3.26010 2.76692 1.28757
H11 -3.92130 1.28242 1.97747
H12 -2.28880 1.64572 -0.58523
H13 -4.00470 1.13732 -0.45413
H14 -2.15430 -0.57758 -0.87083
C7 1.84610 1.23802 -4.13133
C8 0.98950 1.25732 -2.88313
N3 0.44610 0.19402 -2.37193
N4 0.75330 -0.99298 -2.79973
C9 -0.02350 -2.04038 -2.72233
N5 0.61930 -3.25728 -2.65653
S2 -1.68920 -2.00948 -2.99903
C10 0.78400 2.48012 -2.16663
C11 1.26120 3.71872 -2.64653
C12 1.09970 4.84712 -1.87843
C13 0.47210 4.74322 -0.64203
C14 0.00510 3.49152 -0.26253
N6 0.13740 2.40732 -0.98983
H15 1.98380 0.20172 -4.43243
H16 2.82330 1.68412 -3.94883
H17 1.36590 1.78012 -4.94863
H18 1.38000 -3.24728 -1.98493
H19 -0.01780 -4.02778 -2.50113
H20 1.74710 3.77682 -3.61003
H21 1.46140 5.80752 -2.23113
H22 0.34810 5.60512 -0.00203
H23 -0.50070 3.35212 0.68487
O1 4.01250 -1.34168 3.13807
P1 3.35080 -0.42918 1.97867
O2 4.16620 0.77402 1.72287
O3 1.87390 -0.32218 2.19207
O4 3.56630 -1.46868 0.66277
P2 2.73980 -2.86578 0.76017
O5 3.63810 -3.70128 -0.34573
O6 2.93100 -3.51078 2.09887
O7 1.36700 -2.73918 0.20087
H24 3.60350 -2.21018 2.93037
H25 4.53530 -3.65178 -0.02213

Atoms 1-6, force components in eV/Å:
K -1.522 1.971 -1.669
C 0.084 -0.051 0.021
C -0.195 0.149 -0.042
N 0.543 -0.733 0.461
C -0.165 0.121 0.317
C 0.124 0.272 -0.055

---

This record from OMol25 describes a structure of composition C22H45F9GaO11S at a distorted geometry. The level of theory is ωB97M-V/def2-TZVPD.

Properties
- HOMO level (eV) = -6.22
- strongest force on any atom (eV Å⁻¹) = 2.4
- charge = -1
- orbital gap (eV) = 8.574

Positions of all 89 atoms, in Å:
O1 3.54845 0.06146 -0.12480
S1 2.15981 0.50459 -0.09606
O2 1.43827 -0.26276 0.90678
Ga1 2.03036 2.75567 0.56784
C1 1.28702 0.06642 -1.69804
F1 -0.01528 0.18773 -1.45221
F2 1.50036 -1.20296 -2.00165
C2 1.57117 0.98727 -2.90891
F3 0.84202 2.05571 -2.82632
F4 1.12608 0.31741 -4.00317
C3 3.05209 1.31799 -3.20620
F5 3.85575 0.31220 -2.98586
F6 3.37815 2.38410 -2.50943
C4 3.24227 1.72844 -4.70982
F7 2.29746 2.51495 -5.14046
F8 3.39961 0.69560 -5.48365
F9 4.36922 2.42302 -4.77710
H1 0.84875 3.55080 -0.14851
H2 1.82647 2.68762 2.14980
H3 3.42522 3.48813 0.27776
C5 8.82887 -4.18828 -0.13526
O3 7.79602 -4.47829 -1.04885
C6 7.20328 -5.75262 -0.87143
C7 5.68799 -5.70172 -0.95505
O4 5.03562 -5.04031 0.11299
C8 5.18208 -3.62477 0.23953
C9 4.53300 -2.78983 -0.84290
O5 5.20568 -2.93966 -2.09524
C10 4.33726 -3.06754 -3.19727
H4 9.76528 -4.66829 -0.44491
H5 8.97214 -3.10804 -0.12544
H6 8.56996 -4.50622 0.88021
H7 7.49333 -6.19188 0.08950
H8 7.57380 -6.40508 -1.67394
H9 5.33427 -6.73641 -0.90610
H10 5.35914 -5.31136 -1.91955
H11 6.22912 -3.35189 0.37689
H12 4.67855 -3.37187 1.17556
H13 4.58646 -1.73547 -0.54927
H14 3.47715 -3.06657 -0.92976
H15 3.49509 -3.73197 -2.97196
H16 4.90466 -3.51130 -4.01815
H17 3.96185 -2.09068 -3.51391
C11 -5.96207 5.05975 0.22039
O6 -4.63559 5.22396 -0.22294
C12 -3.69197 5.40204 0.82332
C13 -2.43393 4.57886 0.61595
O7 -2.59343 3.17701 0.74034
C14 -3.33695 2.47417 -0.24267
C15 -2.71094 2.41267 -1.62245
O8 -2.71750 3.67645 -2.27506
C16 -1.51056 3.97504 -2.94918
H18 -6.41199 6.03014 0.46383
H19 -6.53066 4.60034 -0.58855
H20 -6.01713 4.39929 1.09236
H21 -4.13022 5.14676 1.79443
H22 -3.41286 6.46373 0.84013
H23 -1.73776 4.85567 1.41198
H24 -1.94038 4.83670 -0.32146
H25 -4.36785 2.83064 -0.29018
H26 -3.38987 1.44614 0.12781
H27 -3.29736 1.71997 -2.24084
H28 -1.69390 2.02032 -1.53575
H29 -0.64032 3.70175 -2.35118
H30 -1.47773 5.05316 -3.11374
H31 -1.47618 3.46600 -3.91911
C17 -1.96092 -0.54939 2.25988
O9 -3.24088 -1.16852 2.24426
C18 -3.28375 -2.42038 2.89636
C19 -4.50995 -2.55858 3.77918
O10 -4.52933 -1.72876 4.93314
C20 -4.66625 -0.32547 4.76128
C21 -6.00949 0.14741 4.23933
O11 -6.21692 -0.21821 2.88446
C22 -7.51420 -0.69217 2.60731
H32 -1.31740 -0.97518 1.48586
H33 -2.09961 0.51239 2.05730
H34 -1.47836 -0.64868 3.23693
H35 -2.38526 -2.58202 3.50116
H36 -3.32260 -3.20092 2.12418
H37 -4.51335 -3.58197 4.16531
H38 -5.42832 -2.44804 3.20064
H39 -3.84555 0.08063 4.16974
H40 -4.55261 0.09479 5.76503
H41 -6.03955 1.24317 4.29555
H42 -6.80472 -0.25256 4.87889
H43 -7.87130 -1.37146 3.38935
H44 -7.47021 -1.25107 1.67203
H45 -8.21616 0.14106 2.48974

Atoms 1-6, force components in eV/Å:
O 0.230 0.382 -1.350
S 0.838 -0.255 2.182
O -1.220 -0.247 -0.286
Ga 0.074 1.731 0.547
C 0.496 0.548 0.415
F -1.066 0.220 0.205

---

This record from OMol25 describes a cluster of 4 separate species, C3H15N2O4 in total at a distorted geometry. The level of theory is ωB97M-V/def2-TZVPD.

Properties
- HOMO level (eV) = -3.50
- strongest force on any atom (eV Å⁻¹) = 2.1
- charge = -1
- orbital gap (eV) = 7.092
- energy above the lowest of the compared OMol25 structures with the same formula, charge and spin (kJ/mol) = 0.0

Positions of all 24 atoms, in Å:
C1 -0.10812 -0.28078 0.70903
N1 0.56723 0.37396 -0.52005
C2 1.67527 -0.50986 -1.01770
O1 2.11219 -1.45506 -0.18255
C3 -1.26938 -1.16041 0.23895
N2 -2.43919 -1.20260 1.19904
H1 0.65473 -0.81483 1.28100
H2 -0.44123 0.60064 1.24539
H3 0.96002 1.19230 -0.05784
H4 1.31086 -0.95867 -1.96705
H5 2.56324 0.09495 -1.36640
H6 -1.74652 -0.67268 -0.60818
H7 -0.89697 -2.16108 -0.01150
H8 -2.00196 -1.62616 2.01743
H9 -2.61346 -0.22019 1.36244
H10 3.06501 -0.62036 2.50096
H11 3.31645 -1.03273 0.91757
O2 3.58917 -0.46034 1.70411
H12 -1.69377 0.61507 -2.03444
H13 -0.44904 1.25670 -2.29015
O3 -1.39995 1.47464 -2.35283
H14 -1.07252 2.62565 -0.80489
H15 -2.17068 2.11498 -0.01158
O4 -1.51136 2.82688 0.04924

Atoms 1-6, force components in eV/Å:
C 0.422 0.764 -1.937
N -0.147 -0.423 1.721
C 1.425 -0.714 -0.688
O -0.001 -0.526 0.301
C -0.726 0.658 0.559
N 1.597 -0.969 -0.532

---

This record from OMol25 describes a structure of composition CHAgN2S at a distorted geometry. The level of theory is ωB97M-V/def2-TZVPD.

Properties
- HOMO level (eV) = -8.05
- strongest force on any atom (eV Å⁻¹) = 2.6
- charge = 0
- orbital gap (eV) = 6.427

Positions of all 6 atoms, in Å:
N1 -0.07604 1.21163 -0.05622
N2 -0.90466 0.08174 0.34906
C1 -0.38892 -0.81469 0.98581
S1 0.42459 -2.11602 1.31908
H1 0.79215 0.76838 -0.44370
Ag1 0.15288 0.86896 -2.15403

Force components x, y, z for each atom (eV/Å):
N -0.524 -0.106 -1.273
N 0.450 0.341 1.131
C 0.120 -0.102 -1.503
S -0.106 -0.232 0.638
H 0.943 -0.263 2.445
Ag -0.883 0.363 -1.439

---

This record from OMol25 describes a structure of composition C29H35F5N4P2Sr at a distorted geometry. The level of theory is ωB97M-V/def2-TZVPD.

Properties
- HOMO level (eV) = -6.21
- strongest force on any atom (eV Å⁻¹) = 5.8
- charge = 0
- orbital gap (eV) = 4.881

Positions of all 76 atoms, in Å:
Sr1 3.40264 1.76744 2.45806
C1 2.38892 -1.70145 -2.98004
C2 3.14438 -1.45837 -1.90392
C3 3.76669 -0.15715 -1.48350
C4 2.81709 1.04638 -1.29865
C5 2.61054 1.93544 -2.48296
C6 2.57161 1.55334 -3.76507
C7 3.23364 0.33425 -4.35376
C8 2.38564 -0.96366 -4.26755
C9 1.02184 3.00623 2.96891
H1 1.61769 -2.46794 -2.91145
H2 3.24905 -2.25758 -1.16056
H3 4.63005 0.17093 -2.08618
H4 4.20224 -0.35853 -0.48960
H5 1.84043 0.73884 -0.85339
H6 3.21445 1.69156 -0.49714
H7 2.30659 2.95445 -2.18118
H8 1.96968 2.12910 -4.48490
H9 4.24215 0.13822 -3.94666
H10 3.36146 0.54685 -5.42880
H11 1.36352 -0.73841 -4.61934
H12 2.87642 -1.69371 -4.94088
H13 0.26795 2.81635 3.73746
H14 0.44779 3.11456 2.02145
H15 1.49916 3.98710 3.16378
P1 5.44661 3.41075 1.39591
P2 6.47012 -0.34956 2.14380
N1 5.74227 3.96945 -0.25643
N2 6.14153 4.93334 2.24703
N3 7.53033 -0.83546 0.63307
N4 7.55750 -1.15647 3.33865
C10 6.95520 2.36443 1.39050
C11 7.15258 1.33868 2.52117
C12 4.78996 4.76058 -0.91602
C13 5.46368 5.63323 -1.76586
C14 6.86497 5.37482 -1.64279
C15 7.00576 4.32159 -0.75653
C16 5.55649 5.52952 3.36457
C17 6.46143 6.43466 3.91800
C18 7.64987 6.38492 3.12151
C19 7.39991 5.50541 2.07470
C20 7.26511 -1.86671 -0.29395
C21 8.05696 -1.69642 -1.43151
C22 8.85077 -0.53583 -1.20684
C23 8.57811 -0.08447 0.08434
C24 8.87931 -1.59160 3.16078
C25 9.41130 -1.97818 4.38359
C26 8.40921 -1.73179 5.37841
C27 7.29888 -1.21766 4.72330
H16 7.81092 3.05680 1.42705
H17 6.97633 1.83059 0.42895
H18 8.24212 1.28535 2.74391
H19 6.67997 1.65973 3.46761
H20 3.74551 4.58196 -0.71818
H21 5.00950 6.37248 -2.40227
H22 7.68780 5.88069 -2.13618
H23 7.88247 3.76776 -0.47191
H24 4.55140 5.24392 3.65869
H25 6.30238 7.02393 4.81121
H26 8.59629 6.87999 3.31164
H27 8.01920 5.24535 1.22590
H28 6.54693 -2.64418 -0.10307
H29 8.10207 -2.30625 -2.32943
H30 9.48894 -0.05661 -1.92721
H31 9.03943 0.73366 0.62247
H32 9.32179 -1.58677 2.17279
H33 10.39819 -2.39357 4.53283
H34 8.50926 -1.90517 6.44366
H35 6.34276 -0.89349 5.11171
F1 1.18847 -0.99430 0.67343
C28 0.87173 0.15562 1.36556
F2 -0.26413 0.65375 0.80714
C29 0.70986 -0.20335 2.80580
F3 0.40709 -1.51904 2.96181
F4 1.96996 -0.08524 3.46797
F5 -0.15855 0.53616 3.54155

Atoms 1-6, force components in eV/Å:
Sr -4.051 -1.195 0.314
C -0.302 0.477 0.870
C -0.414 -0.411 -0.047
C 1.063 0.279 0.598
C 0.282 -0.118 0.360
C -0.901 0.170 -0.108